(1)
49
Properties=species:S:1:pos:R:3 method="wB97M-V/def2-TZVPD" homo_ev=-6.997 homo_lumo_gap_ev=9.27 lumo_ev=2.27 charge=-1 multiplicity=1 e_above_lowest_kj_mol=63.0
Ca -17.84 8.23 -0.08
Cl -21.11 10.29 0.94
O -22.16 9.96 1.85
O -20.21 11.28 1.47
O -20.32 9.06 0.69
O -21.66 10.79 -0.31
Cl -17.22 6.11 1.93
O -18.29 7.10 2.23
O -17.01 5.26 3.08
O -17.44 5.42 0.67
O -16.10 6.92 1.57
Cl -15.85 7.93 -2.78
O -16.12 8.70 -3.97
O -15.45 8.93 -1.80
O -17.04 7.25 -2.33
O -14.83 6.94 -2.98
C -15.37 12.96 0.05
C -14.97 12.93 1.51
O -15.27 11.57 1.85
C -15.99 11.00 0.87
O -16.47 9.91 1.04
O -15.92 11.72 -0.24
H -14.60 13.16 -0.70
H -16.06 13.80 -0.10
H -15.59 13.62 2.09
H -13.92 13.20 1.64
C -23.16 6.28 -1.12
C -22.88 6.41 -2.65
O -21.47 6.48 -2.71
C -20.92 6.44 -1.46
O -19.79 6.67 -1.21
O -21.85 6.03 -0.59
H -23.68 5.36 -0.87
H -23.59 7.12 -0.58
H -23.34 7.35 -2.97
H -23.33 5.59 -3.21
C -20.91 9.58 -4.82
C -19.79 10.49 -4.30
C -20.20 11.85 -3.64
O -19.47 11.77 -2.44
C -18.82 10.65 -2.24
O -18.20 10.32 -1.27
O -19.02 9.83 -3.29
H -20.54 8.89 -5.57
H -21.75 10.12 -5.28
H -21.30 9.08 -3.94
H -19.04 10.62 -5.08
H -21.28 11.86 -3.49
H -19.80 12.71 -4.18

(2)
55
Properties=species:S:1:pos:R:3 method="wB97M-V/def2-TZVPD" homo_ev=-10.233 homo_lumo_gap_ev=8.90 lumo_ev=-1.33 multiplicity=1 e_above_lowest_kj_mol=31.5
Zr -0.30 -0.59 -1.13
N 0.16 -2.12 0.19
S 0.30 -2.51 1.76
O 1.63 -2.79 2.16
O -0.82 -3.04 2.46
F 0.18 -0.98 2.27
S 0.50 -3.73 -0.36
O -0.40 -4.74 -0.03
O 1.86 -3.97 -0.62
F -0.03 -3.31 -1.83
N -2.25 -1.17 -1.54
S -3.45 -0.48 -2.40
O -4.25 0.42 -1.68
O -3.93 -1.13 -3.57
F -2.43 0.55 -3.12
S -3.15 -2.64 -1.23
O -2.64 -3.68 -2.01
O -4.52 -2.45 -0.95
F -2.53 -2.85 0.20
O 1.29 -0.66 -2.53
C 1.64 0.60 -3.06
C 0.92 1.79 -2.39
O -0.25 1.43 -1.70
H 2.70 0.91 -3.02
H 1.36 0.61 -4.12
H 0.74 2.54 -3.17
H 1.60 2.30 -1.69
C 4.65 -1.53 0.39
C 3.96 -0.34 -0.21
O 3.55 0.57 0.87
C 2.30 0.88 0.98
O 1.39 0.37 0.39
C 2.11 1.99 2.03
F 0.96 1.87 2.68
F 3.11 2.02 2.90
F 2.10 3.15 1.34
H 3.99 -2.37 0.60
H 5.23 -1.31 1.29
H 5.36 -1.89 -0.36
H 3.14 -0.69 -0.83
H 4.60 0.29 -0.83
C -1.24 4.10 1.74
C -1.51 2.91 0.82
O -2.56 2.11 1.41
C -2.46 0.83 1.35
O -1.66 0.19 0.71
C -3.51 0.09 2.21
F -4.32 -0.59 1.39
F -2.87 -0.81 2.97
F -4.24 0.89 2.96
H -0.69 3.80 2.63
H -2.17 4.62 1.98
H -0.69 4.82 1.14
H -0.59 2.35 0.70
H -1.87 3.32 -0.12

(3)
42
Properties=species:S:1:pos:R:3 method="wB97M-V/def2-TZVPD" homo_ev="-0.124 / -1.708" homo_lumo_gap_ev="4.44 / 5.82" lumo_ev="4.32 / 4.12" charge=-2 multiplicity=6 s2=8.76
Ni 2.39 0.69 -2.12
Ni 0.65 -0.54 -0.05
C -1.02 2.40 -4.01
C -0.50 1.76 -2.86
C -1.51 0.97 -1.90
O -1.06 0.19 -1.01
C -2.87 1.12 -2.17
C -3.35 1.62 -3.33
C -2.37 2.32 -4.27
O -2.72 2.81 -5.43
O -4.65 1.59 -3.41
O 0.70 1.71 -2.60
H -0.26 2.89 -4.59
H -3.63 0.75 -1.50
N 0.33 -2.31 0.64
S -0.73 -3.18 1.27
O -0.62 -3.36 2.73
O -1.32 -4.21 0.41
F -1.81 -2.04 1.15
S 1.39 -3.68 0.46
O 1.23 -4.47 -0.71
O 1.96 -4.35 1.59
F 2.72 -2.86 0.02
O 2.07 0.87 -0.19
H 1.91 1.72 0.26
O 1.46 -1.11 -1.88
H 1.45 -2.06 -2.14
C -0.37 2.53 1.69
C -0.66 1.04 2.05
O 0.40 0.18 1.90
C 1.37 0.17 2.96
C 2.39 -0.92 2.73
H 0.15 2.57 0.74
H -1.32 3.05 1.59
H 0.23 3.11 2.39
H -1.10 0.82 3.02
H -1.45 0.73 1.36
H 1.87 1.11 3.15
H 0.84 -0.08 3.88
H 1.83 -1.85 2.91
H 3.14 -0.79 3.51
H 2.80 -0.89 1.73